DFT (ωB97M-V with the def2-TZVPD basis set) results for 2 unconnected molecules or ions with the total composition H6N2.

Positions of all 8 atoms, in Å:
N: -1.122 1.532 1.458
H: -2.073 1.891 1.592
H: -0.984 1.424 0.448
H: -0.479 2.267 1.770
N: 1.019 -1.654 -1.531
H: 0.911 -2.673 -1.539
H: 0.703 -1.327 -0.612
H: 2.024 -1.460 -1.586

Kohn-Sham gap, eV: 11.18
Total energy, Ha: -113.1009
ΔE to the lowest compared entry with this formula, charge and spin, eV: 0.089
LUMO level, hartree: 0.039
Multiplicity: 1
E_HOMO, eV: -10.1

Atom charges from the Löwdin analysis, given in e for atoms 1 to 4: N -0.01; H 0.01; H 0.00; H 0.01

DFT (ωB97M-V with the def2-TZVPD basis set) results for 2 unconnected molecules or ions with the total composition C6H14NO3S in a non-equilibrium geometry.

Positions of all 25 atoms, in Å:
C: -2.893 0.412 -1.120
C: 2.984 0.634 1.148
C: 0.910 -2.369 -0.297
C: 2.712 -0.561 0.152
C: 0.273 -0.293 0.305
C: 1.370 -1.147 0.512
N: -0.487 0.094 1.256
O: -4.176 0.358 -1.743
O: -3.780 2.943 -1.708
O: -3.001 1.087 0.099
S: -3.367 1.573 -2.506
H: 2.311 1.456 0.937
H: 4.063 0.800 1.072
H: 2.998 0.218 2.115
H: 1.815 -2.966 -0.622
H: 0.135 -2.779 0.168
H: 0.543 -2.060 -1.329
H: 3.404 -1.330 0.241
H: 2.752 -0.160 -0.824
H: -0.071 -0.071 -0.681
H: 1.440 -1.346 1.622
H: -4.599 3.433 -2.083
H: -0.043 0.004 2.162
H: -1.498 0.448 0.967
H: -3.795 1.622 0.156

Kohn-Sham gap (alpha / beta), eV: 5.22 / 8.15
Total energy, Ha: -915.1434
ΔE to the lowest compared entry with this formula, charge and spin, eV: 0.929
LUMO level (alpha / beta), hartree: -0.143 / -0.204
Multiplicity: 3
E_HOMO (alpha / beta), eV: -9.1 / -13.7
Net charge: +1

Atom charges from the Löwdin analysis, given in e for atoms 1 to 4: C -0.38; C -0.05; C 0.00; C -0.17

DFT (ωB97M-V with the def2-TZVPD basis set) results for C5H8N2O in the gas phase in a non-equilibrium geometry.

Positions of all 16 atoms, in Å:
C: -1.227 0.461 1.105
C: 0.045 -0.573 0.358
C: 0.437 0.352 -0.615
C: 0.148 -1.906 0.884
C: 1.602 -0.067 -1.540
N: -0.329 1.452 -0.726
N: -1.194 1.391 0.236
O: -2.031 2.533 0.441
H: -2.026 0.400 1.830
H: 0.035 -2.714 0.110
H: 1.215 -1.920 1.221
H: -0.601 -2.158 1.665
H: 1.153 -0.881 -2.238
H: 1.996 0.879 -1.966
H: 2.369 -0.543 -0.891
H: -1.590 3.295 0.125

Kohn-Sham gap, eV: 8.95
Total energy, Ha: -379.9013
ΔE to the lowest compared entry with this formula, charge and spin, eV: 5.085
LUMO level, hartree: 0.035
Multiplicity: 1
E_HOMO, eV: -8.0

Atom charges from the Löwdin analysis, given in e for atoms 1 to 4: C 0.08; C -0.14; C -0.35; C -0.12

DFT (ωB97M-V with the def2-TZVPD basis set) results for 3 unconnected molecules or ions with the total composition Cl2HNOS in a non-equilibrium geometry.

Positions of all 6 atoms, in Å:
N: -0.584 -1.177 -1.039
O: -1.351 -2.054 -1.227
S: 0.183 -0.273 1.157
Cl: -0.314 -1.771 2.330
Cl: 1.317 2.518 -0.076
H: 0.749 2.757 -1.144

Kohn-Sham gap (alpha / beta), eV: 8.25 / 7.28
Total energy, Ha: -1449.0438
ΔE to the lowest compared entry with this formula, charge and spin, eV: 1.547
LUMO level (alpha / beta), hartree: -0.032 / -0.058
Multiplicity: 1
E_HOMO (alpha / beta), eV: -9.1 / -8.9

Atom charges from the Löwdin analysis, given in e for atoms 1 to 4: N -0.04; O 0.01; S 0.03; Cl -0.02

DFT (ωB97M-V with the def2-TZVPD basis set) results for a molecular structure, C2H4N4.

Positions of all 10 atoms, in Å:
N: -0.268 -0.675 -1.876
C: 0.025 -0.167 -0.582
N: -1.160 -0.568 -0.308
N: -0.519 0.296 1.690
C: 0.648 0.651 1.282
N: 1.040 0.417 -0.020
H: 0.084 -1.581 -2.148
H: -0.545 -0.039 -2.610
H: -0.699 0.519 2.665
H: 1.393 1.148 1.909

Kohn-Sham gap, eV: 9.46
Total energy, Ha: -297.5135
ΔE to the lowest compared entry with this formula, charge and spin, eV: 3.559
LUMO level, hartree: 0.013
Multiplicity: 1
E_HOMO, eV: -9.1

Atom charges from the Löwdin analysis, given in e for atoms 1 to 4: N 0.14; C -0.63; N 0.28; N 0.07

DFT (ωB97M-V with the def2-TZVPD basis set) results for 12 unconnected molecules or ions with the total composition BF4H22O11 in a non-equilibrium geometry.

Positions of all 38 atoms, in Å:
B: -1.051 0.400 0.903
F: -1.685 0.043 2.029
F: -0.456 1.658 0.988
F: -0.218 -0.601 0.600
F: -1.829 0.519 -0.213
O: -1.973 -2.441 -1.257
H: -2.592 -3.065 -1.575
H: -2.058 -1.657 -1.763
O: -2.744 0.004 -2.857
H: -3.050 0.173 -3.726
H: -2.552 0.850 -2.478
O: 0.347 -0.159 3.749
H: -0.557 -0.065 3.431
H: 0.853 0.657 3.762
O: 0.041 4.414 -0.524
H: 0.384 3.710 -1.068
H: -0.698 4.015 -0.040
O: 2.615 -0.416 1.987
H: 3.283 0.232 1.916
H: 2.334 -0.490 1.041
O: -1.927 2.529 -1.952
H: -1.805 1.869 -1.239
H: -1.084 2.926 -2.196
O: 0.695 -3.155 -0.910
H: 0.643 -4.076 -0.646
H: -0.198 -2.983 -1.215
O: 0.260 -0.302 -2.181
H: -0.303 -0.368 -1.403
H: 1.148 -0.614 -1.843
O: 0.785 -2.550 2.019
H: 0.399 -1.887 1.451
H: 0.019 -3.104 2.089
O: 2.486 -1.113 -0.721
H: 1.925 -1.918 -0.767
H: 3.345 -1.523 -0.631
O: 2.008 2.903 1.468
H: 2.150 2.849 2.436
H: 1.061 2.740 1.334

Kohn-Sham gap, eV: 9.50
Total energy, Ha: -1265.4709
ΔE to the lowest compared entry with this formula, charge and spin, eV: 1.595
LUMO level, hartree: 0.102
Multiplicity: 1
E_HOMO, eV: -6.7
Net charge: -1

Atom charges from the Löwdin analysis, given in e for atoms 1 to 4: B -1.42; F 0.20; F 0.14; F 0.18

DFT (ωB97M-V with the def2-TZVPD basis set) results for C12H17FN2S in the gas phase.

Positions of all 33 atoms, in Å:
C: -2.343 2.274 2.875
H: -3.283 1.765 3.075
H: -2.160 2.982 3.681
H: -2.453 2.830 1.948
C: -1.202 1.263 2.791
C: -1.128 0.453 4.084
H: -0.909 1.106 4.926
H: -0.346 -0.301 4.025
H: -2.074 -0.048 4.276
C: 0.145 1.953 2.537
H: 0.278 2.750 3.269
C: 0.299 2.554 1.137
N: 0.352 1.537 0.117
C: 1.462 1.202 -0.561
S: 2.872 2.062 -0.498
N: 1.397 0.130 -1.407
C: 0.472 -0.910 -1.456
C: 0.227 -1.529 -2.684
C: -0.670 -2.574 -2.780
C: -1.324 -3.002 -1.637
C: -1.078 -2.428 -0.404
C: -0.174 -1.387 -0.314
H: 0.063 -0.974 0.655
H: -1.580 -2.804 0.473
F: -2.211 -4.015 -1.727
H: -0.868 -3.055 -3.724
H: 0.747 -1.183 -3.564
H: 2.154 0.095 -2.076
H: -0.492 1.015 -0.062
H: -0.524 3.237 0.915
H: 1.239 3.109 1.080
H: 0.953 1.232 2.684
H: -1.414 0.570 1.968

Kohn-Sham gap, eV: 8.80
Total energy, Ha: -1075.0467
ΔE to the lowest compared entry with this formula, charge and spin, eV: 0.000
LUMO level, hartree: 0.024
Multiplicity: 1
E_HOMO, eV: -8.1

Atom charges from the Löwdin analysis, given in e for atoms 1 to 4: C -0.07; H 0.08; H 0.08; H 0.07

DFT (ωB97M-V with the def2-TZVPD basis set) results for a molecular structure, C3H2CsLiO2 in a non-equilibrium geometry.

Positions of all 9 atoms, in Å:
O: 0.511 1.394 0.890
C: 0.132 0.695 1.896
C: -0.669 -0.445 1.920
H: 0.344 1.146 2.896
H: -0.782 -0.723 2.984
Cs: 1.312 -0.116 -1.675
Li: -1.993 -2.584 1.434
C: -2.213 -0.497 0.973
O: -2.182 -0.049 -0.170

Kohn-Sham gap, eV: 4.42
Total energy, Ha: -293.5341
ΔE to the lowest compared entry with this formula, charge and spin, eV: 0.000
LUMO level, hartree: -0.028
Multiplicity: 1
E_HOMO, eV: -5.2

Atom charges from the Löwdin analysis, given in e for atoms 1 to 4: O -0.30; C -0.50; C -0.25; H 0.09

DFT (ωB97M-V with the def2-TZVPD basis set) results for a molecular structure, C15H21BBrF4N5O3Pd.

Positions of all 51 atoms, in Å:
Pd: 0.479 0.794 -0.141
Br: 3.323 -0.082 -2.540
C: 3.707 0.623 -0.807
C: 4.825 1.427 -0.658
C: 5.109 1.866 0.628
C: 4.287 1.479 1.672
C: 3.165 0.703 1.400
N: 2.882 0.291 0.157
C: 2.210 0.303 2.540
O: 2.784 0.033 3.615
O: 0.995 0.324 2.263
H: 5.434 1.689 -1.510
H: 5.974 2.495 0.807
H: 4.478 1.751 2.700
C: -1.512 3.849 0.964
N: -0.404 3.631 0.063
C: 0.828 4.232 0.112
C: 1.586 3.639 -0.853
N: 0.859 2.679 -1.526
C: -0.337 2.655 -0.908
H: -1.616 4.918 1.160
H: -1.364 3.314 1.904
H: -2.427 3.474 0.515
H: 1.061 4.986 0.846
H: 2.615 3.843 -1.107
H: -1.244 2.230 -1.322
C: 0.471 -4.696 0.417
N: -0.808 -4.116 0.058
C: -1.748 -5.114 -0.418
C: -0.670 -2.979 -0.789
O: 0.384 -2.738 -1.354
N: -1.788 -2.228 -0.948
C: -2.875 -2.195 0.024
C: -1.630 -0.994 -1.715
H: 0.304 -5.440 1.199
H: 1.130 -3.920 0.798
H: 0.968 -5.177 -0.437
H: -1.340 -5.684 -1.269
H: -2.677 -4.647 -0.735
H: -1.975 -5.819 0.386
H: -2.715 -2.947 0.791
H: -3.836 -2.370 -0.467
H: -2.917 -1.214 0.497
H: -0.938 -0.308 -1.187
H: -2.595 -0.489 -1.754
H: -1.267 -1.198 -2.720
F: -4.156 1.698 -1.449
B: -4.237 1.422 -0.067
F: -2.943 1.161 0.427
F: -5.068 0.302 0.138
F: -4.774 2.546 0.600

Kohn-Sham gap, eV: 5.39
Total energy, Ha: -4210.2039
LUMO level, hartree: 0.168
Multiplicity: 1
E_HOMO, eV: -0.8
Net charge: -2

Atom charges from the Löwdin analysis, given in e for atoms 1 to 4: Pd 0.38; Br 0.67; C -0.76; C -0.15

DFT (ωB97M-V with the def2-TZVPD basis set) results for a molecular structure, CH5N2S in a non-equilibrium geometry.

Positions of all 9 atoms, in Å:
C: -0.250 -0.187 -0.040
N: 1.594 -0.483 -0.063
N: -0.672 0.963 0.380
S: -2.173 1.766 0.150
H: -0.770 -0.696 -0.877
H: 1.959 -0.877 -0.928
H: 1.807 -0.995 0.788
H: -0.011 1.561 0.872
H: -3.041 0.821 -0.396

Kohn-Sham gap, eV: 8.95
Total energy, Ha: -548.4048
ΔE to the lowest compared entry with this formula, charge and spin, eV: 3.612
LUMO level, hartree: -0.219
Multiplicity: 1
E_HOMO, eV: -14.9
Net charge: +1

Atom charges from the Löwdin analysis, given in e for atoms 1 to 4: C 0.05; N 0.10; N -0.36; S 0.91

DFT (ωB97M-V with the def2-TZVPD basis set) results for a molecular structure, C22H42AgF3NO6 in a non-equilibrium geometry.

Positions of all 75 atoms, in Å:
Ag: 0.456 -0.532 -0.278
C: 2.778 -1.456 0.648
O: 1.779 -1.765 -0.363
O: 2.043 -0.571 1.500
C: 3.590 -2.716 1.215
F: 2.701 -3.616 1.368
F: 4.518 -3.289 0.460
F: 4.145 -2.539 2.362
C: 2.154 -2.379 -1.569
C: 0.835 -2.471 -2.397
H: 1.033 -2.987 -3.336
H: -0.034 -2.833 -1.848
H: 0.607 -1.475 -2.778
H: 2.488 -3.384 -1.310
H: 2.899 -1.758 -2.067
H: 3.521 -0.887 0.089
C: -1.001 0.177 4.051
C: -1.567 0.698 2.724
C: -2.322 1.973 3.168
C: -2.752 2.895 2.037
C: -1.475 3.285 1.338
C: -0.642 2.150 0.763
N: -0.459 1.113 1.781
O: 0.534 0.104 1.448
C: 0.647 2.843 0.411
C: -1.301 1.642 -0.544
C: -2.543 -0.463 2.179
H: -0.356 0.831 4.638
H: -0.386 -0.708 3.886
H: -1.842 0.005 4.722
H: -1.910 2.619 3.943
H: -3.213 1.556 3.637
H: -3.363 3.750 2.327
H: -3.386 2.330 1.354
H: -0.960 3.989 1.992
H: -1.861 3.970 0.584
H: 1.362 2.218 -0.124
H: 1.196 3.154 1.299
H: 0.515 3.652 -0.308
H: -1.502 2.450 -1.248
H: -2.259 1.164 -0.344
H: -0.858 0.808 -1.088
H: -2.022 -1.351 1.822
H: -3.013 -0.180 1.237
H: -3.222 -0.786 2.968
C: -1.794 -3.045 1.568
C: -1.311 -2.316 0.330
O: -0.130 -2.097 0.065
C: -2.373 -1.727 -0.632
H: -2.051 -2.287 2.308
H: -0.991 -3.626 2.021
H: -2.682 -3.644 1.365
H: -2.294 -0.669 -0.384
H: -3.433 -1.867 -0.423
H: -2.104 -1.773 -1.687
C: 2.970 1.875 -0.542
C: 2.401 0.846 -1.479
O: 1.281 0.439 -1.431
C: 3.349 0.162 -2.416
H: 2.922 2.894 -0.925
H: 3.976 1.703 -0.158
H: 2.430 1.878 0.405
H: 3.586 0.800 -3.267
H: 2.841 -0.722 -2.800
H: 4.221 -0.074 -1.807
C: -0.926 -0.877 -3.904
C: -0.668 -0.018 -2.696
O: -0.658 -0.532 -1.583
C: -0.342 1.420 -2.953
H: -1.128 -1.885 -3.544
H: -0.022 -0.868 -4.513
H: -1.856 -0.530 -4.355
H: 0.166 1.740 -2.043
H: -1.285 1.947 -3.099
H: 0.354 1.621 -3.768

Kohn-Sham gap, eV: 4.47
Total energy, Ha: -1815.1490
ΔE to the lowest compared entry with this formula, charge and spin, eV: 27.644
LUMO level, hartree: 0.099
Multiplicity: 1
E_HOMO, eV: -1.8
Net charge: -1

Atom charges from the Löwdin analysis, given in e for atoms 1 to 4: Ag 1.37; C -0.30; O -0.33; O -0.23

DFT (ωB97M-V with the def2-TZVPD basis set) results for a molecular structure, C18H20IIrN2O5PS2 in a non-equilibrium geometry.

Positions of all 50 atoms, in Å:
Ir: -0.064 0.608 -0.766
O: 3.053 -2.733 -0.768
C: 2.215 -3.780 -0.876
C: 2.781 -5.052 -0.971
C: 1.980 -6.170 -1.090
C: 0.594 -6.041 -1.111
C: 0.028 -4.784 -1.017
C: 0.816 -3.640 -0.901
C: 0.191 -2.292 -0.849
O: 0.955 -1.294 -0.537
N: -1.076 -2.203 -1.109
N: -1.524 -0.899 -1.088
C: -2.757 -0.732 -1.394
C: -3.490 0.502 -1.412
C: -4.832 0.461 -1.827
C: -5.636 1.574 -1.803
C: -5.099 2.776 -1.312
C: -3.794 2.850 -0.901
C: -2.924 1.729 -0.980
O: -1.699 1.885 -0.623
H: 2.484 -1.928 -0.714
H: 3.861 -5.127 -0.948
H: 2.435 -7.150 -1.164
H: -0.035 -6.917 -1.207
H: -1.045 -4.656 -1.033
H: -3.306 -1.637 -1.643
H: -5.230 -0.488 -2.171
H: -6.662 1.525 -2.140
H: -5.729 3.656 -1.255
H: -3.371 3.767 -0.512
C: 0.116 5.282 2.546
C: 1.188 4.253 2.835
O: 0.614 2.939 2.839
P: 0.886 1.907 1.649
S: -0.416 0.431 1.812
S: 1.047 2.813 -0.120
O: 2.360 1.404 2.070
C: 2.994 0.390 1.272
C: 4.399 0.191 1.792
H: 0.545 6.285 2.590
H: -0.690 5.204 3.276
H: -0.296 5.117 1.551
H: 1.624 4.397 3.825
H: 1.988 4.311 2.094
H: 3.005 0.708 0.226
H: 2.410 -0.531 1.344
H: 4.958 1.126 1.743
H: 4.908 -0.557 1.183
H: 4.379 -0.150 2.827
I: 0.859 0.672 -3.229

Kohn-Sham gap, eV: 7.26
Total energy, Ha: -2723.6424
ΔE to the lowest compared entry with this formula, charge and spin, eV: 0.906
LUMO level, hartree: 0.097
Multiplicity: 1
E_HOMO, eV: -4.6
Net charge: -1

Atom charges from the Löwdin analysis, given in e for atoms 1 to 4: Ir 0.63; O 0.05; C -0.26; C -0.02